## one
{"formula": "C55H42IrNP3Si", "method": "ωB97M-V/def2-TZVPD", "spin_multiplicity": 2, "e_homo_ev": [-12.92, -13.23], "total_charge": 2, "e_lumo_ha": [-0.226, -0.263], "elements": ["Ir", "C", "C", "C", "C", "C", "C", "P", "C", "C", "C", "C", "C", "C", "C", "C", "C", "C", "C", "C", "Si", "C", "C", "C", "C", "C", "C", "P", "C", "C", "C", "C", "C", "C", "C", "C", "C", "C", "C", "C", "C", "C", "C", "C", "C", "C", "P", "C", "C", "C", "C", "C", "C", "C", "C", "C", "C", "C", "C", "H", "H", "H", "H", "H", "H", "H", "H", "H", "H", "H", "H", "H", "H", "H", "H", "H", "H", "H", "H", "H", "H", "H", "H", "H", "H", "H", "H", "H", "H", "H", "H", "H", "H", "H", "H", "H", "H", "H", "H", "H", "H", "N", "C"], "coordinates": [[-0.14, -0.27, -0.12], [-2.71, -0.56, -4.94], [-2.93, -1.78, -4.32], [-2.86, -1.88, -2.93], [-2.57, -0.75, -2.18], [-2.31, 0.48, -2.81], [-2.39, 0.56, -4.19], [-2.40, -0.84, -0.39], [-3.67, 0.19, 0.37], [-4.44, 1.12, -0.32], [-5.45, 1.81, 0.33], [-5.71, 1.57, 1.67], [-4.94, 0.65, 2.37], [-3.93, -0.03, 1.73], [-2.86, -2.46, 0.24], [-4.15, -2.96, 0.11], [-4.48, -4.14, 0.76], [-3.55, -4.78, 1.57], [-2.27, -4.27, 1.71], [-1.90, -3.11, 1.03], [-0.21, -2.35, 0.94], [1.08, -0.11, 2.76], [2.02, -0.45, 3.81], [2.10, 0.40, 4.85], [1.32, 1.63, 4.90], [0.55, 2.05, 3.88], [0.39, 1.21, 2.68], [0.14, 1.94, 1.00], [1.64, 2.81, 0.52], [1.75, 3.17, -0.83], [2.80, 3.96, -1.26], [3.75, 4.39, -0.34], [3.66, 4.02, 0.99], [2.61, 3.23, 1.43], [-1.03, 3.30, 1.31], [-0.62, 4.63, 1.18], [-1.48, 5.67, 1.49], [-2.76, 5.40, 1.95], [-3.17, 4.08, 2.09], [-2.32, 3.04, 1.76], [1.09, -3.56, 0.42], [1.22, -4.89, 0.85], [2.16, -5.71, 0.26], [2.99, -5.24, -0.75], [2.88, -3.92, -1.18], [1.93, -3.10, -0.59], [1.77, -1.35, -1.01], [1.91, -1.19, -2.80], [0.75, -1.27, -3.58], [0.85, -1.25, -4.97], [2.10, -1.15, -5.57], [3.25, -1.08, -4.80], [3.16, -1.10, -3.42], [3.25, -0.61, -0.29], [3.80, 0.55, -0.82], [4.96, 1.09, -0.28], [5.55, 0.48, 0.83], [4.99, -0.66, 1.38], [3.85, -1.22, 0.82], [-2.78, -0.49, -6.02], [-3.17, -2.66, -4.90], [-3.04, -2.83, -2.45], [-2.06, 1.35, -2.23], [-2.20, 1.51, -4.68], [-4.28, 1.30, -1.38], [-6.06, 2.52, -0.22], [-6.51, 2.10, 2.17], [-5.13, 0.47, 3.42], [-3.33, -0.75, 2.29], [-4.89, -2.44, -0.48], [-5.48, -4.55, 0.66], [-3.83, -5.68, 2.09], [-1.56, -4.78, 2.35], [2.62, -1.35, 3.74], [2.77, 0.18, 5.67], [1.42, 2.25, 5.77], [0.06, 3.01, 3.91], [1.00, 2.83, -1.54], [2.87, 4.25, -2.30], [4.57, 5.02, -0.67], [4.41, 4.36, 1.70], [2.53, 2.96, 2.47], [0.38, 4.87, 0.82], [-1.15, 6.69, 1.38], [-3.43, 6.21, 2.20], [-4.17, 3.86, 2.46], [-2.66, 2.02, 1.89], [0.57, -5.28, 1.62], [2.25, -6.74, 0.59], [3.71, -5.90, -1.21], [3.52, -3.55, -1.98], [-0.22, -1.38, -3.12], [-0.04, -1.31, -5.57], [2.17, -1.13, -6.65], [4.22, -1.02, -5.27], [4.06, -1.05, -2.82], [3.35, 1.03, -1.69], [5.40, 1.97, -0.72], [6.45, 0.90, 1.25], [5.46, -1.14, 2.22], [3.44, -2.13, 1.23], [-0.43, -0.06, 2.89], [0.21, -0.81, 1.84]], "mulliken_charge": [3.659, -0.856, -0.628, -0.893, -0.043, -0.172, -0.859, 2.068, 0.549, -0.636, -0.600, -0.867, -0.449, -0.993, -0.304, -0.273, -0.874, -0.848, -1.086, 1.079, -0.738, 1.545, -1.001, -0.791, -0.581, -1.209, 1.346, 0.802, 1.079, -0.522, -0.591, -0.770, -0.809, -0.313, 0.324, -0.742, -0.898, -0.734, -0.916, 0.198, 1.288, -1.142, -0.833, -0.898, -0.406, -0.123, -0.176, 0.630, -0.057, -0.521, -0.822, -0.892, -0.240, 0.829, -0.662, -1.140, -0.864, -0.754, -0.916, 0.472, 0.442, 0.418, 0.590, 0.480, 0.542, 0.469, 0.482, 0.454, 0.296, 0.578, 0.482, 0.462, 0.442, 0.564, 0.471, 0.470, 0.514, 0.474, 0.463, 0.416, 0.456, 0.303, 0.432, 0.462, 0.426, 0.524, 0.346, 0.337, 0.449, 0.461, 0.523, -0.070, 0.457, 0.438, 0.452, 0.550, 0.803, 0.548, 0.462, 0.508, 0.551, -0.593, -0.760]}


## two
{"formula": "C55H42IrNP3Si", "method": "ωB97M-V/def2-TZVPD", "spin_multiplicity": 2, "e_homo_ev": [-13.51, -13.51], "total_charge": 2, "e_lumo_ha": [-0.221, -0.298], "elements": ["Ir", "C", "C", "C", "C", "C", "C", "P", "C", "C", "C", "C", "C", "C", "C", "C", "C", "C", "C", "C", "Si", "C", "C", "C", "C", "C", "C", "P", "C", "C", "C", "C", "C", "C", "C", "C", "C", "C", "C", "C", "C", "C", "C", "C", "C", "C", "P", "C", "C", "C", "C", "C", "C", "C", "C", "C", "C", "C", "C", "H", "H", "H", "H", "H", "H", "H", "H", "H", "H", "H", "H", "H", "H", "H", "H", "H", "H", "H", "H", "H", "H", "H", "H", "H", "H", "H", "H", "H", "H", "H", "H", "H", "H", "H", "H", "H", "H", "H", "H", "H", "H", "N", "C"], "coordinates": [[-0.66, 0.25, 0.16], [-2.93, -4.65, 2.91], [-2.66, -3.32, 3.17], [-2.13, -2.51, 2.18], [-1.89, -3.03, 0.91], [-2.19, -4.37, 0.64], [-2.70, -5.18, 1.64], [-1.21, -1.99, -0.40], [-2.11, -2.54, -1.87], [-1.49, -3.06, -3.00], [-2.25, -3.49, -4.07], [-3.63, -3.41, -4.02], [-4.26, -2.89, -2.89], [-3.50, -2.46, -1.82], [0.56, -2.50, -0.62], [1.18, -3.27, 0.42], [2.57, -3.60, 0.30], [3.32, -2.98, -0.64], [2.75, -1.94, -1.41], [1.38, -1.67, -1.40], [0.63, 0.04, -1.74], [-0.50, 0.05, -3.22], [-0.11, -0.38, -4.49], [-1.02, -0.39, -5.54], [-2.33, 0.00, -5.32], [-2.73, 0.45, -4.07], [-1.81, 0.48, -3.02], [-2.14, 1.23, -1.39], [-2.04, 3.00, -1.78], [-1.08, 3.45, -2.68], [-1.00, 4.79, -3.01], [-1.89, 5.70, -2.45], [-2.84, 5.26, -1.54], [-2.91, 3.92, -1.20], [-3.85, 0.96, -0.87], [-4.10, 0.28, 0.32], [-5.40, 0.06, 0.75], [-6.46, 0.51, -0.02], [-6.22, 1.20, -1.21], [-4.92, 1.43, -1.62], [1.84, 1.45, -1.75], [2.80, 1.60, -2.76], [3.68, 2.67, -2.74], [3.65, 3.58, -1.69], [2.71, 3.45, -0.68], [1.78, 2.41, -0.72], [0.59, 2.18, 0.63], [-0.41, 3.64, 0.97], [-0.07, 4.94, 0.60], [-0.84, 6.01, 1.04], [-1.94, 5.79, 1.85], [-2.30, 4.49, 2.21], [-1.54, 3.43, 1.75], [1.67, 2.03, 2.08], [1.36, 2.64, 3.29], [2.19, 2.47, 4.39], [3.33, 1.68, 4.29], [3.64, 1.08, 3.08], [2.82, 1.25, 1.98], [-3.33, -5.28, 3.69], [-2.84, -2.91, 4.16], [-1.91, -1.47, 2.40], [-2.03, -4.77, -0.35], [-2.92, -6.21, 1.43], [-0.41, -3.13, -3.05], [-1.76, -3.91, -4.94], [-4.23, -3.76, -4.86], [-5.34, -2.84, -2.85], [-4.00, -2.08, -0.94], [0.55, -3.93, 1.01], [3.00, -4.31, 0.99], [4.37, -3.21, -0.75], [3.42, -1.30, -1.98], [0.91, -0.72, -4.66], [-0.71, -0.73, -6.52], [-3.05, -0.03, -6.13], [-3.76, 0.75, -3.92], [-0.40, 2.75, -3.16], [-0.26, 5.13, -3.72], [-1.84, 6.74, -2.72], [-3.54, 5.96, -1.10], [-3.66, 3.59, -0.49], [-3.28, -0.09, 0.93], [-5.59, -0.46, 1.68], [-7.48, 0.34, 0.30], [-7.05, 1.57, -1.80], [-4.75, 2.01, -2.52], [2.85, 0.89, -3.57], [4.42, 2.78, -3.53], [4.36, 4.40, -1.66], [2.72, 4.14, 0.15], [0.78, 5.13, -0.04], [-0.57, 7.02, 0.76], [-2.53, 6.63, 2.21], [-3.17, 4.32, 2.83], [-1.82, 2.41, 2.04], [0.48, 3.27, 3.39], [1.95, 2.95, 5.33], [3.98, 1.55, 5.14], [4.54, 0.48, 2.99], [3.08, 0.78, 1.04], [1.17, -1.76, 1.78], [0.53, -0.86, 1.41]], "mulliken_charge": [3.798, -0.710, -0.982, -0.051, 1.405, -0.428, -0.750, 0.737, 0.279, -0.410, -0.657, -0.757, -0.781, -0.747, -1.439, -0.394, -1.030, -0.752, -0.539, 1.079, -0.096, 1.266, -1.129, -1.044, -0.991, -0.768, 0.683, 1.146, 1.148, -0.672, -0.891, -0.779, -0.905, -1.005, 1.641, -0.315, -0.448, -0.807, -0.991, -0.648, 0.790, -0.570, -0.794, -1.134, -0.501, 0.090, 1.182, 0.673, -0.646, -0.679, -0.784, -0.646, -0.515, 0.778, -0.763, -0.829, -0.694, -0.723, -0.427, 0.434, 0.500, 0.192, 0.494, 0.474, 0.302, 0.474, 0.440, 0.499, 0.488, 0.544, 0.513, 0.471, 0.445, 0.422, 0.449, 0.463, 0.340, 0.231, 0.516, 0.474, 0.451, 0.496, -0.228, 0.516, 0.443, 0.495, 0.498, 0.480, 0.491, 0.485, 0.641, 0.411, 0.472, 0.430, 0.508, 0.252, 0.413, 0.470, 0.421, 0.463, 0.243, -0.566, -0.522]}


Which structure is the least stable? The one labeled one.


## one
{"formula": "C3H8S2", "method": "ωB97M-V/def2-TZVPD", "smiles": "C=C.CSS", "e_homo_ev": -8.56, "total_charge": 0, "e_lumo_ha": 0.022, "elements": ["C", "C", "H", "H", "H", "H", "C", "S", "S", "H", "H", "H", "H"], "coordinates": [[-1.51, 0.78, 1.81], [-0.28, 0.19, 1.81], [-2.49, 0.29, 2.26], [-1.82, 1.35, 1.04], [-0.06, -0.72, 2.33], [0.58, 0.66, 1.26], [1.48, 0.22, -1.19], [1.18, -1.61, -1.24], [-0.77, -1.81, -1.69], [2.34, 0.31, -0.49], [0.49, 0.72, -0.94], [1.77, 0.67, -2.19], [-0.89, -1.06, -2.78]], "mulliken_charge": [-0.475, -0.410, 0.189, 0.275, 0.256, 0.185, -0.709, -0.016, -0.192, 0.303, 0.137, 0.318, 0.139]}


## two
{"formula": "C3H8S2", "method": "ωB97M-V/def2-TZVPD", "smiles": "C=CC.SS", "e_homo_ev": -9.07, "total_charge": 0, "e_lumo_ha": 0.008, "elements": ["C", "C", "C", "H", "H", "H", "H", "H", "H", "S", "S", "H", "H"], "coordinates": [[-0.48, 0.91, -1.06], [-0.68, 2.03, -0.27], [-0.57, 2.09, 1.16], [-0.18, 1.06, -2.16], [-0.16, -0.08, -0.54], [-1.13, 2.95, -0.66], [0.24, 1.90, 1.84], [-1.46, 1.39, 1.60], [-0.85, 2.95, 1.62], [1.14, -4.49, 0.53], [1.59, -2.79, -0.62], [-0.03, -4.64, 0.01], [2.57, -3.27, -1.44]], "mulliken_charge": [-0.503, 0.102, -1.170, 0.259, 0.084, 0.263, 0.333, 0.232, 0.401, -0.168, -0.167, 0.161, 0.173]}


Which structure is the least stable? The one labeled two.


## one
{"formula": "C3H8S2", "method": "ωB97M-V/def2-TZVPD", "e_homo_ev": -8.66, "total_charge": 0, "e_lumo_ha": -0.055, "elements": ["C", "C", "S", "S", "C", "H", "H", "H", "H", "H", "H", "H", "H"], "coordinates": [[2.08, -1.58, 0.44], [0.98, -0.90, 0.96], [-0.22, -1.31, -0.17], [-1.77, 0.77, 0.22], [-2.36, 2.06, -1.03], [2.01, -2.65, 0.15], [2.52, -1.09, -0.41], [2.83, -1.45, 1.17], [0.96, 0.06, 0.71], [0.48, -0.85, 1.97], [-3.48, 2.08, -1.11], [-1.97, 1.71, -1.92], [-2.05, 3.16, -0.99]], "mulliken_charge": [-1.251, -0.181, -0.176, -0.170, -0.700, 0.338, 0.368, 0.341, 0.281, 0.372, 0.269, 0.241, 0.267]}


## two
{"formula": "C3H8S2", "method": "ωB97M-V/def2-TZVPD", "smiles": "C=C.CSS", "e_homo_ev": -8.29, "total_charge": 0, "e_lumo_ha": 0.019, "elements": ["C", "C", "H", "H", "H", "H", "C", "S", "S", "H", "H", "H", "H"], "coordinates": [[-1.74, -0.51, -1.02], [-2.49, 0.51, -1.41], [-1.33, -0.73, -0.04], [-1.27, -1.21, -1.69], [-2.84, 1.34, -0.80], [-2.85, 0.69, -2.42], [2.09, 0.26, 2.11], [1.55, -1.01, 0.92], [1.74, -0.10, -0.97], [1.49, 1.21, 2.00], [3.12, 0.48, 1.86], [1.74, -0.07, 3.09], [0.79, -0.86, -1.62]], "mulliken_charge": [-0.423, -0.423, 0.192, 0.239, 0.226, 0.214, -0.782, -0.064, -0.158, 0.278, 0.288, 0.309, 0.105]}


Which structure is the least stable? The one labeled one.